This record from the OMol25 dataset describes a structure of composition C17H20BClN6Re. The level of theory is ωB97M-V/def2-TZVPD.

```
46
Properties=species:S:1:pos:R:3:forces:R:3
C 2.93600 -0.59668 -0.48719 0.15 0.23 -0.77
N 1.64050 -0.38194 -0.84665 -1.10 -0.22 0.07
N 1.64410 -0.02704 -2.19337 -0.37 -0.38 0.81
C 2.90441 -0.12027 -2.65324 -0.88 0.12 0.48
C 3.74652 -0.43547 -1.60761 0.30 -0.38 0.91
B 0.36998 0.14650 -3.04260 0.03 0.61 -0.86
N -0.54062 -1.03454 -2.61361 0.05 -0.27 0.47
N -0.75513 -1.53174 -1.32300 0.53 0.21 0.32
C -1.55050 -2.64653 -1.43484 0.10 0.45 -1.41
C -1.80048 -2.86353 -2.78881 -0.10 -0.44 1.29
C -1.13153 -1.86920 -3.48073 0.20 0.49 1.03
Re 0.15547 -1.22681 0.50527 1.03 1.35 -3.67
N -0.32782 1.59147 -2.85564 -0.49 1.71 -1.29
N -0.80244 1.78702 -1.57390 -0.39 0.87 1.69
C -1.26211 3.01276 -1.45343 0.17 -0.98 0.25
C -1.16299 3.66573 -2.71189 -0.66 0.87 1.46
C -0.57718 2.73362 -3.57710 1.42 -3.23 -0.23
H -1.64998 3.40682 -0.51068 0.09 -0.20 -0.52
H -0.35550 2.91766 -4.62442 0.17 -0.47 0.08
H -1.47046 4.67386 -2.89484 -0.06 0.39 -0.45
H 0.62625 0.08990 -4.22102 -0.01 -0.27 0.50
H -0.99495 -1.71072 -4.53116 -0.20 0.08 -0.38
H 3.06691 -0.01795 -3.71175 0.28 0.27 -0.11
H -2.40396 -3.64123 -3.20198 -0.19 -0.36 -0.17
H 4.81693 -0.54984 -1.63630 0.06 -0.05 -0.03
H -1.88954 -3.15976 -0.54964 -0.07 -0.32 -0.17
H 3.19802 -0.85597 0.52615 0.23 -0.03 0.02
H -1.97384 -0.00032 0.63725 -0.25 -0.37 0.19
C -1.69318 -0.95455 1.15052 -1.39 1.48 0.06
H -2.44968 -1.69698 0.83680 0.45 0.06 -0.05
H 0.80722 -2.44548 1.25537 0.62 -1.72 0.40
H -1.78407 -0.73755 2.22711 0.28 -0.30 -0.16
Cl -1.51515 2.46235 2.69056 0.81 -1.01 0.81
C -0.70078 1.23865 3.58318 -1.31 1.11 -0.62
C -1.13097 0.94384 4.87480 -0.18 -0.53 1.44
C -0.53037 -0.07675 5.61276 -1.27 1.25 0.12
C 0.51364 -0.80411 5.05560 0.70 -0.75 0.78
C 0.98335 -0.50217 3.78583 -0.23 0.47 -1.78
C 0.33335 0.46222 3.01831 1.74 -1.85 -2.21
C 0.71907 0.45953 1.53371 -0.23 1.91 1.04
H -1.95999 1.50092 5.28355 -0.05 0.16 0.20
H -0.88829 -0.29741 6.61689 0.05 0.02 -0.15
H 0.96084 -1.63309 5.59139 -0.02 0.00 0.17
H 1.77357 -1.09467 3.31273 -0.09 0.24 0.44
H 1.81810 0.53109 1.48614 -0.23 -0.11 -0.29
H 0.28728 1.28842 0.94149 0.32 -0.09 0.30
```
Forces are in eV/Å.

The HOMO energy (alpha / beta) is -21.97 / -21.89 eV. The net charge is +4. As for the gap between HOMO and LUMO (alpha / beta): 5.669 / 5.179 eV. As for the spin multiplicity: 4. The calculated total energy comes out at -42171.9342 eV.